Entry 1:
{"formula": "C10H16O", "method": "ωB97M-V with the def2-TZVPD basis set", "symbols": ["C", "C", "C", "C", "C", "C", "O", "C", "C", "H", "H", "H", "H", "H", "H", "H", "H", "H", "H", "C", "C", "H", "H", "H", "H", "H", "H"], "coordinates": [[1.54947, -0.57223, -2.66452], [2.02589, 0.64018, -1.66238], [1.89016, 0.49260, -0.21807], [1.11278, -0.52251, 0.29497], [0.83776, -0.47812, 1.64833], [1.19271, 0.63401, 2.44775], [0.85367, 0.70871, 3.72204], [2.04283, 1.63625, 1.90610], [2.42269, 1.55665, 0.58802], [1.60605, -1.51998, -2.23599], [2.05152, -0.57891, -3.61836], [0.33611, -0.30092, -2.72969], [3.04346, 0.69129, -1.91758], [1.42567, 1.39625, -2.13894], [0.81854, -1.38700, -0.26995], [0.29380, -1.17991, 2.19270], [1.18560, -0.15944, 4.13959], [2.48133, 2.28760, 2.69672], [3.16327, 2.27091, -0.02160], [-3.99250, -0.87633, 0.40812], [-3.57088, -0.52253, -0.99197], [-4.55513, -0.03094, 1.10970], [-3.39866, -1.30729, 1.11083], [-4.72800, -1.61785, 0.22900], [-2.65777, 0.17723, -1.04199], [-4.31906, -0.00428, -1.58059], [-3.11130, -1.43346, -1.40225]], "nbo_charge": [-0.588, -0.418, -0.062, -0.199, -0.271, 0.290, -0.676, -0.269, -0.175, 0.193, 0.214, 0.188, 0.206, 0.216, 0.217, 0.201, 0.484, 0.226, 0.222, -0.597, -0.617, 0.186, 0.207, 0.198, 0.196, 0.218, 0.210], "charge": 0, "smiles": "CCc1ccc(O)cc1.CC", "e_homo_ha": -0.30647}

Entry 2:
{"formula": "C21H27IrN6SeSi", "method": "ωB97M-V with the def2-TZVPD basis set", "symbols": ["Ir", "N", "C", "N", "C", "N", "N", "C", "C", "C", "C", "C", "C", "N", "C", "C", "C", "C", "C", "C", "H", "H", "H", "H", "H", "H", "H", "H", "H", "H", "H", "C", "C", "C", "N", "H", "H", "H", "H", "H", "Se", "C", "Si", "C", "C", "C", "H", "H", "H", "H", "H", "H", "H", "H", "H", "H", "H"], "coordinates": [[-0.83510, 1.02219, -0.07295], [3.43340, 0.09074, 0.17557], [2.12253, 0.10966, 0.37989], [1.31005, 0.98476, -0.14433], [1.82937, 1.99388, -0.96607], [1.06025, 2.83273, -1.54821], [-0.26318, 2.57800, -1.26240], [-1.18035, 3.32820, -1.75729], [-2.52993, 2.97267, -1.38639], [-3.64674, 3.66681, -1.82375], [-4.90337, 3.24750, -1.42377], [-5.01061, 2.13761, -0.59665], [-3.85746, 1.48567, -0.20219], [-2.64143, 1.89890, -0.57922], [3.27830, 2.07998, -1.13419], [3.89149, 3.11285, -1.84888], [5.26152, 3.14450, -1.97302], [6.04577, 2.14153, -1.39468], [5.45859, 1.11362, -0.69128], [4.07311, 1.09529, -0.55762], [3.99674, -0.61465, 0.62407], [1.72016, -0.65661, 1.02799], [-0.94582, 4.15525, -2.41717], [-3.51151, 4.52061, -2.47385], [-5.78889, 3.77241, -1.75557], [-5.97196, 1.78145, -0.25506], [-3.89169, 0.61059, 0.43150], [3.27002, 3.87538, -2.29652], [5.73356, 3.95297, -2.51462], [7.12238, 2.16729, -1.49535], [6.06237, 0.33089, -0.24748], [-2.16650, -0.17271, 5.25710], [-1.34405, 0.93068, 4.58349], [-1.35175, 0.81892, 3.12116], [-1.36021, 0.73459, 1.97818], [-2.08834, -0.06900, 6.33728], [-1.80057, -1.15903, 4.97731], [-3.21677, -0.10014, 4.98043], [-0.30428, 0.88708, 4.90978], [-1.72692, 1.91585, 4.85087], [-1.34754, -1.13225, -1.18200], [-0.18000, -4.37369, -2.48649], [-0.32708, -4.13916, -0.64785], [1.08200, -4.97162, 0.26153], [-1.97910, -4.64617, 0.03744], [-0.07079, -2.30829, -0.27447], [-0.08681, -5.43213, -2.74467], [0.69927, -3.85710, -2.87789], [-1.05796, -3.97994, -3.00296], [1.07478, -6.05380, 0.10294], [1.00897, -4.80024, 1.33907], [2.04997, -4.59732, -0.08220], [-2.13361, -5.72588, -0.03528], [-2.78711, -4.15354, -0.50801], [-2.06457, -4.36600, 1.09034], [0.93304, -2.03668, -0.61196], [-0.14567, -2.14508, 0.80636]], "nbo_charge": [0.803, -0.535, 0.366, -0.561, 0.403, -0.306, -0.290, 0.033, 0.132, -0.198, -0.150, -0.241, 0.078, -0.441, -0.152, -0.131, -0.203, -0.152, -0.256, 0.232, 0.431, 0.229, 0.224, 0.236, 0.236, 0.240, 0.228, 0.247, 0.235, 0.234, 0.226, -0.590, -0.512, 0.428, -0.447, 0.233, 0.222, 0.224, 0.257, 0.262, -0.102, -1.122, 1.651, -1.111, -1.121, -1.064, 0.244, 0.240, 0.250, 0.245, 0.232, 0.230, 0.245, 0.250, 0.236, 0.207, 0.216], "s2": 0.784, "charge": 1, "multiplicity": 2, "e_homo_ha": [-0.33394, -0.33874]}

Entry 3:
{"formula": "C4H5NO", "method": "ωB97M-V with the def2-TZVPD basis set", "symbols": ["O", "C", "C", "C", "N", "C", "H", "H", "H", "H", "H"], "coordinates": [[-0.63399, 0.94225, -1.76398], [-0.19598, 0.33467, -0.64491], [0.75888, -0.60248, -0.46822], [0.84557, -0.79419, 0.97424], [0.09332, -0.02248, 1.67852], [-0.78159, 0.62504, 0.70635], [-0.14296, 0.58638, -2.51971], [1.35351, -1.10548, -1.21988], [1.44650, -1.55989, 1.45816], [-1.12051, 1.64629, 0.90359], [-1.62275, -0.05010, 0.89586]], "nbo_charge": [-0.647, 0.360, -0.423, 0.062, -0.400, -0.337, 0.486, 0.220, 0.192, 0.230, 0.257], "charge": 0, "smiles": "OC1=CC=NC1", "e_homo_ha": -0.32525}

Entry 4:
{"formula": "C10H8BrNO2", "method": "ωB97M-V with the def2-TZVPD basis set", "symbols": ["C", "C", "C", "C", "C", "C", "C", "C", "C", "C", "N", "O", "O", "Br", "H", "H", "H", "H", "H", "H", "H", "H"], "coordinates": [[1.85630, -0.70591, 1.66953], [1.83409, -1.74800, 0.81932], [1.07263, 0.43186, 1.53174], [0.78704, -1.86645, -0.09519], [0.02713, 0.31894, 0.75956], [-0.80905, 1.52363, 0.49762], [-0.21871, -0.92046, -0.07576], [-0.14085, 2.64576, 0.16690], [-2.28046, 1.59146, 0.66085], [-0.51785, -1.56223, -2.92118], [-1.36466, -0.83730, -0.77380], [-2.89528, 0.79708, 1.29791], [-1.41064, -1.32325, -2.00294], [-0.92657, 4.34118, -0.14034], [2.53477, -0.76113, 2.51284], [2.57604, -2.47340, 0.95671], [1.15304, 1.24164, 2.21939], [0.66445, -2.76892, -0.71737], [-2.55715, 2.53471, 0.17682], [-0.89721, -1.62168, -3.96212], [0.49755, -1.45728, -2.77267], [1.01542, 2.61977, 0.19216]], "nbo_charge": [-0.196, -0.206, -0.216, -0.277, -0.042, -0.178, 0.163, -0.232, 0.418, -0.033, -0.153, -0.481, -0.212, 0.076, 0.208, 0.217, 0.223, 0.219, 0.119, 0.182, 0.162, 0.240], "charge": 0, "e_homo_ha": [-0.28881, -0.29309]}

Values for relative energy (zero: lowest compared OMol25 entry of this formula, charge and spin), kJ/mol, ordered as above
326.20, 93.59, 109.73, 397.33